Entry 1:
{"formula": "C13H24CeN4OS", "method": "ωB97M-V/def2-TZVPD", "species": ["Ce", "C", "C", "N", "C", "C", "C", "C", "C", "C", "C", "N", "C", "C", "N", "N", "H", "H", "H", "H", "H", "H", "H", "H", "H", "H", "H", "H", "H", "H", "H", "H", "H", "H", "C", "S", "C", "O", "H", "H", "H", "H", "H", "H"], "coordinates": [[0.6333, -1.0376, -0.2039], [-0.6983, 1.7114, -1.3739], [-0.3750, 0.8258, -2.6036], [-0.6449, -0.6221, -2.4274], [-2.0458, -1.1240, -2.4056], [-2.6919, -1.0322, -1.0398], [-4.0728, -0.9112, -0.9037], [-4.6395, -0.8395, 0.3555], [-3.8069, -0.8681, 1.4747], [-2.4277, -0.9419, 1.2962], [-1.4931, -0.8943, 2.5059], [-0.1103, -0.3926, 2.2486], [0.0231, 1.1073, 2.3337], [-0.4717, 1.8317, 1.0931], [0.1399, 1.3646, -0.1843], [-1.8522, -0.9690, 0.0590], [-0.4923, 2.7336, -1.6778], [-1.7398, 1.6201, -1.0834], [-0.9306, 1.1911, -3.4471], [0.6887, 0.8912, -2.8846], [-0.1636, -1.1255, -3.2116], [-2.6124, -0.5343, -3.0935], [-2.1259, -2.1845, -2.7225], [-4.6191, -0.8341, -1.8129], [-5.7058, -0.6661, 0.4693], [-4.2078, -0.8157, 2.4512], [-1.9055, -0.3848, 3.3597], [-1.4154, -1.9277, 2.9066], [0.4378, -0.7394, 3.0443], [-0.5113, 1.4912, 3.1850], [1.1050, 1.2724, 2.5002], [-1.5514, 1.7167, 0.9587], [-0.2240, 2.8760, 1.2267], [1.0549, 1.7680, -0.2457], [5.1119, 0.4715, 1.0193], [4.0963, 0.1193, -0.3647], [5.2067, -1.1546, -1.1120], [2.8735, -0.6145, 0.2031], [5.3731, -0.4537, 1.5013], [4.5369, 1.1011, 1.6803], [6.0001, 1.0466, 0.7706], [5.9338, -0.5780, -1.6689], [4.6151, -1.7293, -1.8242], [5.7049, -1.7647, -0.3519]], "total_charge": 3, "spin_multiplicity": 2, "e_tot_ev": -45618.527, "homo_lumo_gap_ev": [9.0, 9.0], "e_lumo_ev": [-9.74, -9.68], "relative_energy_kj_mol": 0.0}

***

Entry 2:
{"formula": "C42H36FN4O8PtSb", "method": "ωB97M-V/def2-TZVPD", "species": ["Pt", "O", "C", "C", "C", "N", "C", "C", "C", "O", "O", "C", "O", "O", "H", "H", "H", "F", "C", "C", "C", "C", "O", "C", "C", "N", "C", "C", "C", "C", "C", "C", "N", "C", "C", "N", "C", "C", "C", "O", "O", "H", "H", "H", "H", "H", "H", "H", "H", "H", "H", "H", "H", "H", "H", "H", "H", "H", "H", "C", "C", "C", "C", "C", "C", "Sb", "C", "C", "C", "C", "C", "C", "C", "C", "C", "C", "C", "C", "H", "H", "H", "H", "H", "H", "H", "H", "H", "H", "H", "H", "H", "H", "H"], "coordinates": [[0.0514, 0.0658, 0.0900], [-1.3212, -5.8922, 0.7517], [-0.9148, -4.6389, 0.5663], [-0.6976, -4.0705, -0.6912], [-0.3309, -2.7500, -0.7638], [-0.1766, -1.9898, 0.3206], [-0.3815, -2.5262, 1.5297], [-0.7388, -3.8363, 1.6991], [-0.2856, -1.5516, 2.6827], [-0.4871, -1.9379, 3.8035], [-0.0416, -0.3291, 2.3035], [-0.1401, -2.0071, -2.0755], [-0.4014, -2.5835, -3.1079], [0.2587, -0.8004, -1.9128], [-1.4234, -6.3840, -0.0727], [-0.8182, -4.6259, -1.6125], [-0.8902, -4.2312, 2.6938], [-4.7197, -0.9900, -4.6615], [-4.1025, 0.1954, -4.4679], [-3.3103, 0.3096, -3.3654], [-2.6051, 1.4878, -3.1092], [-1.7932, 1.5983, -1.9043], [-1.9150, 0.7156, -1.0170], [-0.9717, 2.7574, -1.8308], [-1.1356, 3.7487, -2.7572], [-2.0146, 3.7116, -3.7716], [-2.2367, 4.8960, -4.5759], [-2.2942, 6.2306, -3.9036], [-3.5530, 5.6028, -4.4178], [-2.7331, 2.5501, -4.0101], [-3.5851, 2.4248, -5.1122], [-4.2817, 1.2550, -5.3827], [-5.1611, 1.1805, -6.4713], [-6.0196, 0.0141, -6.6966], [-7.0573, 0.3549, -7.7732], [-7.3764, 1.8098, -7.6563], [-6.2038, 2.6401, -8.0987], [-4.9173, 1.9032, -7.7078], [0.0501, 3.0310, -0.7311], [0.6534, 4.0743, -0.7820], [0.1523, 2.1527, 0.2355], [-3.1934, -0.5368, -2.7037], [-0.5338, 4.6427, -2.6628], [-1.7911, 4.8408, -5.5616], [-1.8787, 7.0756, -4.4320], [-2.1513, 6.2743, -2.8330], [-4.0286, 6.0249, -5.2922], [-4.2412, 5.2029, -3.6844], [-3.6994, 3.2812, -5.7592], [-6.5290, -0.2267, -5.7658], [-5.4598, -0.8710, -7.0125], [-7.9544, -0.2437, -7.6315], [-6.6863, 0.1724, -8.7795], [-7.5675, 2.0026, -6.6708], [-8.2109, 2.0528, -8.1915], [-6.2680, 3.6123, -7.6144], [-6.2490, 2.7833, -9.1772], [-4.1029, 2.6120, -7.6058], [-4.6290, 1.1967, -8.4936], [-4.3430, -2.3977, 4.2555], [-4.3431, -2.4199, 2.8652], [-3.6995, -1.4178, 2.1584], [-3.0781, -0.3870, 2.8602], [-3.0400, -0.3749, 4.2475], [-3.6926, -1.3820, 4.9424], [-2.1131, 1.1723, 1.8028], [-3.7142, 2.2181, 0.8717], [-3.4288, 3.4519, 0.2912], [-4.4494, 4.1809, -0.2965], [-5.7449, 3.6763, -0.3113], [-6.0197, 2.4412, 0.2620], [-5.0027, 1.6994, 0.8453], [-1.4774, 2.5593, 3.2661], [-2.4750, 3.1868, 4.0014], [-2.0968, 4.0684, 5.0027], [-0.7511, 4.3180, 5.2425], [0.2298, 3.6898, 4.4871], [-0.1289, 2.7984, 3.4864], [-4.8382, -3.1866, 4.8048], [-4.8418, -3.2190, 2.3332], [-3.6800, -1.4328, 1.0739], [-2.5136, 0.4071, 4.7797], [-3.6824, -1.3741, 6.0234], [-2.4205, 3.8484, 0.3235], [-4.2376, 5.1540, -0.7210], [-6.5435, 4.2520, -0.7602], [-7.0311, 2.0578, 0.2703], [-5.2183, 0.7412, 1.3010], [-3.5229, 2.9881, 3.8059], [-2.8589, 4.5565, 5.5946], [-0.4675, 5.0110, 6.0228], [1.2755, 3.8895, 4.6747], [0.6210, 2.3002, 2.8875]], "total_charge": 2, "e_tot_ev": -78963.832, "homo_lumo_gap_ev": [5.7, 5.7], "e_lumo_ev": [-7.20, -7.20], "relative_energy_kj_mol": 218.6}

***

Entry 3:
{"formula": "C4H29N2O11", "method": "ωB97M-V/def2-TZVPD", "species": ["N", "C", "C", "N", "C", "C", "O", "O", "H", "H", "H", "H", "H", "H", "H", "H", "H", "H", "H", "H", "H", "O", "H", "H", "O", "H", "H", "O", "H", "H", "O", "H", "H", "O", "H", "H", "O", "H", "H", "O", "H", "H", "O", "H", "H", "O"], "coordinates": [[0.1674, 2.0834, 1.1635], [0.9402, 0.9075, 0.6008], [1.3407, 1.1449, -0.8048], [0.0834, 0.9910, -1.7501], [-0.2978, -0.3176, -2.1517], [-1.4087, -0.8666, -1.2012], [-1.7285, -2.2026, -1.3823], [-2.0934, -0.1880, -0.4656], [0.5140, 2.8892, 0.7677], [-0.8185, 1.8491, 1.0179], [0.2012, 2.0312, 2.1922], [0.2555, -0.0080, 0.8703], [1.8227, 0.6737, 1.2279], [2.1834, 0.4579, -1.1108], [1.5447, 2.2597, -1.0548], [0.3706, 1.5379, -2.5556], [-0.8109, -0.1908, -3.1169], [0.4318, -1.1313, -2.0608], [-2.5692, -2.3975, -0.8390], [-2.0102, -0.9490, 1.4908], [-1.5353, -0.6220, 3.0016], [-1.8036, -1.4181, 2.3746], [3.0122, -0.7971, 3.8436], [2.0850, -1.4971, 2.7211], [2.3628, -0.6593, 3.2313], [0.8660, 0.1242, 3.3113], [0.1630, 0.9694, 4.4196], [0.0773, 0.6906, 3.5460], [0.6487, -3.0358, 1.1865], [-0.1810, -2.3842, 2.3591], [0.6480, -2.3772, 1.8881], [-0.1746, 1.0174, -5.1421], [1.1313, 1.5475, -4.9824], [0.6509, 0.7877, -4.7637], [2.5876, -3.2214, -2.2977], [1.3689, -3.0670, -1.4900], [2.1223, -2.5693, -2.0400], [-0.5358, -3.1771, -0.5583], [0.1036, -4.5309, -0.9625], [0.2752, -3.6974, -0.3918], [-2.1772, 2.2379, -0.5376], [-3.2748, 2.2528, 0.4591], [-2.5840, 2.7345, 0.1627], [-0.1331, 5.5351, 0.2607], [1.2740, 5.5956, 0.1977], [0.6299, 5.0616, 0.6943]], "total_charge": 1, "e_tot_ev": -30115.025, "homo_lumo_gap_ev": 10.5, "e_lumo_ev": -2.30, "relative_energy_kj_mol": 295.4}